Formula: C28H42ClN8O9PTi
Source: the Open Molecules 2025 dataset
Level of theory: the ωB97M-V functional and the def2-TZVPD basis

Structure (XYZ):
```
90
Properties=species:S:1:pos:R:3:mulliken_charge:R:1
Ti 0.1738 -0.2751 0.5428 -1.425
O -0.2271 -1.3367 -3.0126 -0.566
Cl 0.5218 -0.6600 -2.0601 1.704
O 1.7406 -0.1504 -2.4988 -0.565
O 0.7554 -1.5617 -0.8414 -0.761
O -0.2914 0.3911 -1.3691 -0.382
C 1.6712 -3.6818 1.6314 -1.394
N 2.1946 -2.8006 2.6539 0.487
C 3.1915 -3.4024 3.5460 -0.607
C 3.3401 -2.5714 4.8055 -0.814
C 3.5547 -1.1222 4.4127 -0.625
N 2.4362 -0.6725 3.5730 0.402
C 2.0780 0.7215 3.7101 -0.612
C 1.8335 -1.5338 2.7599 -0.452
O 0.8308 -1.1253 2.0190 1.642
H 0.8135 -4.2419 2.0143 0.411
H 2.4724 -4.3744 1.3619 0.897
H 1.3947 -3.1189 0.7278 0.189
H 4.1379 -3.4828 2.9946 0.282
H 2.8405 -4.4130 3.7667 0.472
H 4.1875 -2.9324 5.3881 0.405
H 2.4482 -2.6585 5.4291 0.303
H 4.4880 -0.9879 3.8560 0.255
H 3.5817 -0.4632 5.2836 0.478
H 1.5816 0.8849 4.6673 0.355
H 1.4364 1.0391 2.8872 -0.124
H 2.9965 1.3100 3.6749 0.418
C -4.0576 -3.3668 1.4535 -1.666
C -3.0921 -2.2210 1.7745 2.486
C -1.9331 -2.8164 2.5864 -2.143
C -3.8028 -1.2094 2.6715 -1.824
P -2.3617 -1.4336 0.2013 1.523
C -2.0987 -2.8778 -0.8846 1.471
C -1.0483 -3.7342 -0.5584 0.515
C -0.8143 -4.8936 -1.2743 -0.885
C -1.6202 -5.2110 -2.3566 -0.974
C -2.6577 -4.3646 -2.7052 -0.977
C -2.8979 -3.2087 -1.9790 -1.232
C -3.6277 -0.2817 -0.6003 1.678
C -5.0672 -0.8180 -0.5174 -1.849
C -3.6205 1.0753 0.1104 -1.781
C -3.2626 -0.0182 -2.0768 -1.701
H -4.3602 -3.8140 2.3987 0.555
H -3.5899 -4.1461 0.8573 0.334
H -4.9576 -3.0415 0.9489 0.304
H -2.3364 -3.1778 3.5320 0.665
H -1.1487 -2.0731 2.8214 0.230
H -1.4818 -3.6699 2.0900 0.331
H -4.1112 -1.7332 3.5748 0.615
H -4.7016 -0.7880 2.2260 0.318
H -3.1415 -0.3943 2.9712 0.117
H -0.4005 -3.5002 0.2766 -0.993
H -0.0001 -5.5438 -0.9955 0.528
H -1.4366 -6.1056 -2.9272 0.424
H -3.2909 -4.6015 -3.5464 0.483
H -3.7128 -2.5827 -2.2871 0.325
H -5.4445 -0.8550 0.5016 0.347
H -5.2050 -1.7974 -0.9577 0.310
H -5.7012 -0.1227 -1.0650 0.626
H -3.8359 1.0130 1.1735 0.297
H -4.3920 1.6948 -0.3445 0.635
H -2.6695 1.5943 -0.0381 0.155
H -2.8099 -0.8679 -2.5928 0.388
H -2.5850 0.8283 -2.1711 0.280
H -4.1755 0.2381 -2.6107 0.479
O 2.3641 2.7913 0.8168 -0.605
C 2.6090 1.6599 0.4801 0.043
O 1.6282 0.7436 0.3437 1.112
C 3.9101 1.0272 0.2360 0.318
C 5.0529 1.8104 0.0400 -1.122
C 6.2807 1.1900 -0.1523 -0.668
C 6.3774 -0.2008 -0.1294 -0.720
C 5.2211 -0.9373 0.0832 -0.307
C 3.9866 -0.3569 0.2472 1.018
N 5.2778 -2.4006 0.1500 1.033
O 4.2984 -2.9482 0.6096 -0.548
O 6.2767 -2.9389 -0.2367 -0.590
H 4.9680 2.8857 0.0415 0.576
H 7.1659 1.7840 -0.3136 0.469
H 7.3202 -0.7085 -0.2742 0.558
H 3.1074 -0.9904 0.3884 0.207
N -1.8384 2.4337 4.5842 -0.721
N -1.4180 2.2496 3.3102 1.100
N -1.0572 3.2595 2.5571 -1.039
C -0.6232 2.6485 1.4630 -0.387
N -0.7424 1.3210 1.5676 0.493
N -1.2470 1.0797 2.7844 -0.154
H -2.2329 3.3723 4.6486 0.333
H -2.4856 1.6871 4.8273 0.283
H -0.2113 3.1584 0.6087 0.554
```

Summary:
Kohn-Sham gap = 0.250 Ha
E_HOMO = -14.05 eV
Energy relative to the best compared isomer or geometry (same formula, charge and spin) = 11.6 kcal per mole
Charge = +2
Strongest force on any atom = 1.256 eV Å⁻¹
LUMO energy = -0.266 Eh